1.
One molecule with the formula C5H8OS at a distorted geometry, computed with the ωB97M-V functional and the def2-TZVPD basis.

## Properties
Net charge: 0
SMILES string: C[C@]1(S)C=CCO1
HOMO energy (eV): -8.880
DFT total energy (hartree): -668.67006
Spin multiplicity: 1
Kohn-Sham gap (Ha): 0.3573
LUMO (hartree): 0.031

```
15
Properties=species:S:1:pos:R:3:lowdin_charge:R:1
C -1.371 0.931 0.451 -0.0850
C -0.282 0.420 1.045 -0.0405
C -1.246 0.805 -0.972 -0.1791
C 0.731 -0.080 -0.062 -0.8645
C 0.993 -1.667 0.036 -0.0163
O 0.031 0.175 -1.174 -0.1624
S 2.272 0.891 0.050 0.7824
H -2.131 1.350 1.059 0.1016
H 0.001 0.292 2.034 0.0839
H -1.945 -0.041 -1.283 0.1489
H -1.232 1.796 -1.606 0.1637
H 0.084 -2.198 -0.133 0.0803
H 1.467 -1.733 0.994 0.0678
H 1.676 -1.849 -0.695 0.0310
H 1.998 1.708 -1.000 -0.1119
```

=====

2.
One molecule with the formula C5H8OS at a distorted geometry, computed with the ωB97M-V functional and the def2-TZVPD basis.

## Properties
Net charge: 0
HOMO energy (alpha / beta) (eV): -7.744 / -8.225
DFT total energy (hartree): -668.48552
Spin multiplicity: 1
Kohn-Sham gap (alpha / beta) (Ha): 0.2527 / 0.3124
LUMO (alpha / beta) (hartree): -0.032 / 0.010

```
15
Properties=species:S:1:pos:R:3:lowdin_charge:R:1
C 0.436 0.608 1.881 -0.1812
C -0.780 0.981 1.652 0.1090
C -1.518 -0.319 -2.274 -0.2030
C 1.319 -0.185 0.890 -0.2141
C 0.817 -0.135 -0.522 -0.2892
O -1.189 -1.940 -0.166 -0.4918
S -1.007 -0.524 -0.658 0.8576
H 0.871 0.715 2.808 0.0688
H -1.661 1.481 1.407 0.0245
H -2.519 -0.348 -2.361 -0.0416
H -0.944 0.542 -2.701 0.0338
H 2.278 0.129 1.000 0.0840
H 1.446 -1.127 1.231 0.0810
H 0.993 0.783 -1.035 0.0841
H 1.458 -0.661 -1.153 0.0783
```

=====

3.
One molecule with the formula C5H8OS at a distorted geometry, computed with the ωB97M-V functional and the def2-TZVPD basis.

## Properties
Net charge: 0
SMILES string: C1S[C@H]2CO[C@@H]1C2
HOMO energy (eV): -8.603
DFT total energy (hartree): -668.72891
Spin multiplicity: 1
Kohn-Sham gap (Ha): 0.3478
LUMO (hartree): 0.032

```
15
Properties=species:S:1:pos:R:3:lowdin_charge:R:1
C 0.500 -1.578 0.294 -0.3779
C 0.255 0.986 0.651 -0.5356
C 0.642 1.194 -0.811 -0.2207
C -0.532 -0.775 -0.499 -0.3887
C -1.093 0.264 0.465 -0.1570
H 1.227 -2.025 -0.363 0.0715
H 0.020 -2.368 0.952 0.0983
H 0.271 1.893 1.280 0.1179
H 0.131 2.073 -1.237 0.1233
H 1.737 1.273 -0.952 0.1218
H -1.242 -1.391 -1.020 0.1448
H -1.516 -0.148 1.378 0.1148
H -1.872 0.902 -0.033 0.1382
O 0.156 0.020 -1.471 -0.1205
S 1.318 -0.319 1.367 0.8698
```

=====

4.
A 4-piece molecular cluster, C5H8OS2 overall at a distorted geometry, computed with the ωB97M-V functional and the def2-TZVPD basis.

## Properties
Net charge: 0
HOMO energy (eV): -8.172
DFT total energy (hartree): -1066.61665
Spin multiplicity: 1
Kohn-Sham gap (Ha): 0.2822
LUMO (hartree): -0.018

```
16
Properties=species:S:1:pos:R:3:lowdin_charge:R:1
C -3.133 0.685 0.120 -0.1371
C -1.252 -0.469 -0.043 -0.4855
C -2.141 -1.733 -0.095 -0.0637
C 0.000 -0.746 0.120 -0.3067
C 1.098 0.113 0.135 -1.0961
H -3.485 -0.189 0.711 0.0607
H -3.506 0.585 -0.824 0.0445
H -3.541 1.801 0.390 0.1689
H -1.417 -2.540 -1.148 0.2082
H -2.163 -2.280 1.315 0.2082
H -3.531 -1.083 -0.405 0.1872
H 0.226 -1.834 0.193 0.0763
H 2.007 -2.092 -0.428 -0.0735
O -1.739 0.759 -0.103 -0.0581
S 2.668 -0.868 0.019 0.6564
S 1.200 1.772 -0.044 0.6103
```

=====

5.
One molecule with the formula C5H8OS2 at a distorted geometry, computed with the ωB97M-V functional and the def2-TZVPD basis.

## Properties
Net charge: 0
HOMO energy (alpha / beta) (eV): -6.274 / -9.816
DFT total energy (hartree): -1066.78416
Spin multiplicity: 3
Kohn-Sham gap (alpha / beta) (Ha): 0.2599 / 0.2974
LUMO (alpha / beta) (hartree): 0.029 / -0.063
<S²>: 2.01

```
16
Properties=species:S:1:pos:R:3:lowdin_charge:R:1
C 1.446 -0.245 -0.135 -0.8118
C 0.207 -1.403 -0.291 -0.2141
C -1.050 -0.775 0.280 -0.2355
C -1.273 0.613 -0.376 -0.3163
C -0.535 1.657 0.351 -0.4692
O 4.009 0.207 0.216 -0.5608
S 1.227 1.462 -0.066 0.9334
S 3.036 -0.866 0.007 0.8144
H 0.080 -1.744 -1.362 0.1201
H 0.437 -2.269 0.290 0.0755
H -1.785 -1.617 0.199 0.1248
H -0.768 -0.492 1.349 0.1251
H -1.074 0.670 -1.517 0.1440
H -2.393 0.779 -0.347 0.1225
H -0.885 2.550 -0.026 0.0535
H -0.678 1.472 1.429 0.0943
```

=====

6.
One molecule with the formula C5H8OSe at a distorted geometry, computed with the ωB97M-V functional and the def2-TZVPD basis.

## Properties
Net charge: 0
HOMO energy (alpha / beta) (eV): -6.874 / -9.520
DFT total energy (hartree): -2671.84921
Spin multiplicity: 3
Kohn-Sham gap (alpha / beta) (Ha): 0.2818 / 0.2831
LUMO (alpha / beta) (hartree): 0.029 / -0.067
<S²>: 2.02

```
15
Properties=species:S:1:pos:R:3:lowdin_charge:R:1
C 1.186 -0.009 -0.109 -0.5247
C 0.382 1.195 0.414 -0.2157
C 1.567 -0.968 0.823 0.1673
C -0.895 1.333 -0.404 -0.4618
C -1.472 -1.516 -0.492 -0.4492
O 1.418 -0.064 -1.329 0.0521
Se -2.226 -0.012 0.121 0.9572
H 0.170 1.104 1.481 0.0985
H 0.983 2.093 0.252 0.1206
H 2.156 -1.812 0.511 0.0805
H 1.342 -0.864 1.866 0.0742
H -1.379 2.303 -0.271 0.0626
H -0.657 1.175 -1.461 0.0729
H -0.656 -1.501 -1.188 -0.0129
H -1.919 -2.456 -0.214 -0.0217
```

=====

7.
C5H8P2 as an isolated structure at a distorted geometry, computed with the ωB97M-V functional and the def2-TZVPD basis.

## Properties
Net charge: 0
HOMO energy (eV): -8.094
DFT total energy (hartree): -877.89911
Spin multiplicity: 1
Kohn-Sham gap (Ha): 0.3021
LUMO (hartree): 0.005

```
15
Properties=species:S:1:pos:R:3:lowdin_charge:R:1
C 1.813 -0.053 0.457 -0.1118
C 1.268 1.301 0.161 -0.1504
C 1.185 -1.190 0.000 -0.2608
C -0.103 1.480 -0.039 -0.5058
C 0.313 -1.281 -1.094 -0.2386
P -1.247 0.417 -0.871 0.6394
P -2.335 -0.143 0.932 0.4310
H 2.550 -0.217 1.212 0.0815
H 1.705 2.235 0.516 0.0830
H 1.391 -2.195 0.472 0.1147
H -0.385 2.504 0.246 0.0527
H 0.734 -0.802 -1.940 0.0447
H -0.387 -2.190 -1.013 0.0899
H -3.367 -0.968 0.174 -0.1317
H -3.136 1.102 0.788 -0.1377
```

=====

8.
A 2-piece molecular cluster, C5H8P2 overall at a distorted geometry, computed with the ωB97M-V functional and the def2-TZVPD basis.

## Properties
Net charge: 0
HOMO energy (eV): -8.548
DFT total energy (hartree): -877.91131
Spin multiplicity: 1
Kohn-Sham gap (Ha): 0.2927
LUMO (hartree): -0.021

```
15
Properties=species:S:1:pos:R:3:lowdin_charge:R:1
C -0.325 0.934 -3.101 -0.4641
C 0.530 -1.465 2.222 -0.1277
C 0.315 -2.731 2.554 -0.1074
C 1.234 1.917 -1.589 -0.5724
C 0.154 2.027 -2.475 -0.3073
P 0.690 -0.497 -2.914 0.5537
P 1.794 0.151 -1.295 0.5658
H -1.129 0.713 -3.772 0.0280
H 1.087 -0.567 2.736 0.0861
H 0.243 -1.118 1.254 -0.0154
H -0.206 -3.413 1.777 0.0763
H 0.770 -3.307 3.383 0.0465
H 2.113 2.361 -1.925 0.0459
H 1.022 2.392 -0.609 0.0906
H -0.429 2.921 -2.628 0.1014
```

=====

9.
C5H8S as an isolated structure at a distorted geometry, computed with the ωB97M-V functional and the def2-TZVPD basis.

## Properties
Net charge: 0
HOMO energy (eV): -8.195
DFT total energy (hartree): -593.38869
Spin multiplicity: 1
Kohn-Sham gap (Ha): 0.3349
LUMO (hartree): 0.034

```
14
Properties=species:S:1:pos:R:3:lowdin_charge:R:1
C -0.411 1.078 1.088 -0.0888
C -0.712 0.247 2.073 -0.4517
C 0.060 -0.227 -0.138 -0.7073
C 1.458 -0.186 -0.559 -0.1309
C -0.965 -0.417 -1.215 -0.1453
S -0.374 -1.313 1.340 0.8468
H -0.013 2.085 0.801 0.0968
H -0.783 0.429 3.115 0.0489
H 1.883 -1.148 -1.022 0.1177
H 2.136 0.001 0.218 0.0513
H 1.455 0.764 -1.154 0.1052
H -0.740 -1.282 -1.894 0.0941
H -0.958 0.336 -1.944 0.0429
H -2.035 -0.368 -0.711 0.1204
```

=====

10.
One molecule with the formula C5H8S at a distorted geometry, computed with the ωB97M-V functional and the def2-TZVPD basis.

## Properties
Net charge: 0
SMILES string: C=CSC1CC1
HOMO energy (eV): -8.587
DFT total energy (hartree): -593.40401
Spin multiplicity: 1
Kohn-Sham gap (Ha): 0.3499
LUMO (hartree): 0.034

```
14
Properties=species:S:1:pos:R:3:lowdin_charge:R:1
C 0.923 0.043 2.151 -0.0687
C 0.156 0.973 1.564 -0.6106
C -0.969 0.387 -0.903 -0.5183
C 0.432 -0.151 -1.307 -0.1440
C -0.770 -1.066 -1.371 -0.1676
H 2.013 0.150 2.185 0.0618
H 0.591 -0.950 2.518 0.0698
H 0.636 1.966 1.402 0.0805
H -1.444 1.032 -1.715 0.1135
H 0.918 0.149 -2.141 0.0519
H 1.104 -0.177 -0.403 0.0887
H -1.251 -1.222 -2.300 0.0763
H -0.966 -1.821 -0.566 0.1098
S -1.373 0.686 0.886 0.8568
```

=====

11.
A 2-piece molecular cluster, C5H8S overall at a distorted geometry, computed with the ωB97M-V functional and the def2-TZVPD basis.

## Properties
Net charge: 0
HOMO energy (alpha / beta) (eV): -7.883 / -7.166
DFT total energy (hartree): -593.25958
Spin multiplicity: 1
Kohn-Sham gap (alpha / beta) (Ha): 0.3104 / 0.2873
LUMO (alpha / beta) (hartree): 0.021 / 0.024

```
14
Properties=species:S:1:pos:R:3:lowdin_charge:R:1
C 1.097 0.953 0.499 -0.0491
C -0.200 0.993 0.609 -0.2409
C 0.434 -0.322 0.255 -0.6046
C -1.326 1.756 1.122 -0.0264
C 0.484 -1.561 -2.012 0.0280
S 0.864 -1.676 1.259 0.6970
H 2.006 1.583 0.298 0.1271
H -0.931 2.651 1.376 0.0458
H -1.694 1.209 2.008 0.1067
H -2.201 1.865 0.526 0.0787
H 0.866 -2.335 -1.390 -0.0726
H 1.132 -0.873 -2.516 -0.0231
H -0.545 -1.759 -2.484 0.0219
H 0.013 -2.484 0.449 -0.0885
```

=====

12.
One molecule with the formula C5H8S at a distorted geometry, computed with the ωB97M-V functional and the def2-TZVPD basis.

## Properties
Net charge: 0
SMILES string: C1SC[C@H]2C[C@H]12
HOMO energy (eV): -8.212
DFT total energy (hartree): -593.33664
Spin multiplicity: 1
Kohn-Sham gap (Ha): 0.3394
LUMO (hartree): 0.038

```
14
Properties=species:S:1:pos:R:3:lowdin_charge:R:1
C 1.007 -1.320 0.131 -0.4465
C 0.789 1.345 -0.182 -0.4104
C -0.474 0.656 0.397 -0.3081
C -1.709 -0.067 -0.036 -0.0686
C -0.357 -0.622 -0.400 -0.3098
H 1.442 -2.222 -0.351 0.0651
H 0.957 -1.198 1.348 0.1044
H 1.115 2.220 0.535 0.0940
H 0.678 1.594 -1.316 0.1021
H -0.572 0.580 1.474 0.1284
H -2.356 -0.556 0.691 0.1088
H -2.381 0.058 -0.792 0.0627
H -0.290 -0.515 -1.478 0.1196
S 2.151 0.047 -0.022 0.7582
```